# C22H30N3O14Y

A structure of composition C22H30N3O14Y (the ωB97M-V functional and the def2-TZVPD basis, the OMol25 dataset).

Last column: Löwdin spin population.
CARTESIAN COORDINATES (ANGSTROEM)
1 Y -19.523 19.205 -1.983  0.00
2 O -21.413 22.746 -3.175  0.00
3 C -20.961 21.652 -2.652  0.00
4 O -20.026 21.613 -1.856  0.00
5 O -21.176 20.522 -3.194  0.00
6 H -20.859 23.277 -2.598  0.00
7 C -21.037 16.275 -3.567  0.00
8 O -20.834 17.291 -2.828  0.00
9 N -21.821 16.280 -4.654  0.00
10 C -22.279 15.044 -5.279  0.00
11 C -22.761 17.353 -4.931  0.00
12 H -20.548 15.307 -3.379  0.00
13 H -22.318 15.222 -6.353  0.00
14 H -23.260 14.907 -4.823  0.00
15 H -21.680 14.174 -5.009  0.00
16 H -22.379 17.838 -5.829  0.00
17 H -23.797 17.026 -5.013  0.00
18 H -22.646 18.155 -4.201  0.00
19 C -18.450 20.073 1.302  0.00
20 O -18.857 19.871 0.182  0.00
21 N -18.883 21.135 2.025  0.00
22 C -18.093 21.556 3.199  0.00
23 C -19.956 22.104 1.764  0.00
24 H -17.661 19.466 1.771  0.00
25 H -17.438 22.372 2.893  0.00
26 H -17.573 20.700 3.630  0.00
27 H -18.877 21.914 3.867  0.00
28 H -20.522 21.918 0.851  0.00
29 H -20.570 22.028 2.662  0.00
30 H -19.507 23.089 1.638  0.00
31 C -18.577 18.262 -5.300  0.00
32 O -19.039 18.796 -4.274  0.00
33 N -17.573 17.330 -5.354  0.00
34 C -17.274 16.701 -6.605  0.00
35 C -16.540 17.144 -4.288  0.00
36 H -18.926 18.511 -6.314  0.00
37 H -17.669 15.686 -6.566  0.00
38 H -16.204 16.584 -6.778  0.00
39 H -17.592 17.085 -7.574  0.00
40 H -16.613 17.792 -3.415  0.00
41 H -16.584 16.088 -4.022  0.00
42 H -15.528 17.260 -4.677  0.00
43 C -18.505 24.501 -1.435  0.13
44 C -19.454 25.495 -1.495  0.08
45 C -19.393 26.676 -0.506  0.02
46 O -20.205 27.592 -0.373  0.06
47 C -18.084 26.776 0.215  0.34
48 C -17.140 25.807 0.144  0.15
49 C -17.207 24.589 -0.667  0.01
50 O -16.426 23.603 -0.642  -0.06
51 O -15.962 25.964 0.817  0.21
52 O -20.529 25.497 -2.371  0.07
53 H -18.772 23.723 -2.135  0.00
54 H -18.051 27.598 0.915  0.01
55 H -15.419 25.223 0.537  0.00
56 H -20.929 26.369 -2.357  0.00
57 C -25.023 22.480 -5.799  0.00
58 C -23.835 21.961 -5.644  0.00
59 C -22.597 22.397 -6.454  0.00
60 O -21.452 22.050 -6.215  0.00
61 C -22.996 23.281 -7.490  0.00
62 C -24.207 23.832 -7.701  0.00
63 C -25.340 23.424 -6.931  0.00
64 O -26.510 23.617 -7.221  0.00
65 O -24.565 24.814 -8.543  0.00
66 O -23.494 21.220 -4.537  0.00
67 H -25.833 22.217 -5.136  0.00
68 H -22.152 23.687 -8.030  0.00
69 H -25.421 24.583 -8.912  0.00
70 H -22.536 21.177 -4.500  0.00

## Properties
Gap between HOMO and LUMO (spin up / spin down) (eV): 3.7 / 1.6
Net charge: +3
2S+1: 2
Total energy (Eh): -2111.31308
Highest occupied orbital energy (spin up / spin down) (eV): -14.63 / -14.63
F_max (eV/A): 5.98
<S²>: 0.773